The following is a quantum chemistry calculation of C41H37CrF5P2 as an isolated structure in a non-equilibrium geometry, from the OMol25 dataset.

**LUMO level (spin up / spin down)**: -0.3 / -0.7 eV
**F_max**: 2.6 eV Å⁻¹
**⟨S²⟩**: 6.062
**DFT total energy**: -103697.8048 eV
**Orbital gap (spin up / spin down)**: 0.2774 / 0.2653 Ha
**Charge**: 0
**Highest occupied orbital energy (spin up / spin down)**: -0.2895 / -0.2895 Ha
**2S+1**: 5

Structure (XYZ):
```
86
Properties=species:S:1:pos:R:3:forces:R:3:lowdin_spin:R:1
Cr -1.449217 -2.299192 3.743369 -0.43 -0.09 1.82 3.75
C 0.697372 -3.443360 5.117022 -0.17 1.17 -0.41 0.03
C 0.923469 -2.474351 4.176564 1.63 -0.42 0.85 0.01
C 1.541138 -2.762319 2.810747 0.28 0.14 -0.36 0.01
C 0.573163 -3.089547 1.658373 0.04 0.25 -0.52 0.03
C -0.801026 -3.620815 1.989827 -0.36 -1.84 0.10 0.09
C -1.094729 -4.519151 3.017029 0.25 -0.04 -2.59 0.04
C -0.027551 -5.407056 3.600686 0.37 -0.04 0.57 0.01
C 0.628153 -4.911188 4.900520 -0.29 -0.94 0.52 0.01
C -3.152238 -1.233941 3.317281 -0.81 0.33 -0.53 -0.05
H 0.524317 -3.151569 6.161276 0.12 0.16 -0.53 0.00
H 1.204990 -1.472848 4.562586 -0.81 -0.48 -0.10 0.00
H 2.327947 -3.536750 2.845059 -0.47 0.08 0.40 0.00
H 2.095243 -1.863167 2.487358 -0.22 -0.27 0.27 0.00
H 0.402496 -2.169148 1.077091 0.07 -0.28 0.08 0.00
H 1.120885 -3.754938 0.970777 -0.37 -0.02 0.02 0.01
H -1.516194 -3.560647 1.147797 -0.01 0.60 0.88 0.01
H -2.093702 -4.961520 3.103996 0.28 0.66 -0.29 0.01
H 0.754862 -5.623329 2.853728 -0.36 0.30 0.08 0.00
H -0.498728 -6.376975 3.840479 0.17 0.41 -0.19 0.00
H 0.033370 -5.322188 5.739234 0.40 0.17 -0.28 0.00
H 1.627243 -5.390223 4.960103 -0.31 0.45 0.19 0.00
H -3.627143 -0.828787 4.232598 0.35 -0.14 -0.29 0.01
H -3.942037 -1.860309 2.849757 0.37 0.15 0.14 0.01
H -3.026074 -0.368919 2.613304 0.15 -0.56 0.42 -0.01
P 1.376898 3.528415 -2.068030 0.22 0.89 -0.15 0.00
P -0.710362 2.152957 -3.948986 -0.47 0.30 -1.06 0.00
C 1.968722 2.397953 -3.359582 -0.76 -0.77 -0.79 0.00
C 1.056617 1.796615 -4.160440 1.06 0.68 0.33 0.00
C 2.575774 4.908262 -2.351533 -0.07 0.37 -0.08 0.00
C 3.812149 4.725466 -2.989203 0.19 0.54 0.38 0.00
C 4.748114 5.765153 -3.039338 -0.47 0.07 -0.03 0.00
C 4.402567 7.034294 -2.560468 -0.19 -0.26 0.10 0.00
C 3.121097 7.261489 -2.034626 0.00 -0.11 -0.09 0.00
C 2.201293 6.209715 -1.936983 0.69 -0.46 -0.12 0.00
C 2.005512 2.669641 -0.586908 0.17 -0.16 -0.02 0.00
C 1.246707 1.537745 -0.244111 0.35 0.10 0.20 0.00
C 1.591424 0.789186 0.876987 0.01 0.25 -0.11 0.00
C 2.675259 1.178681 1.668607 0.00 0.01 -0.17 0.00
C 3.444152 2.285720 1.305909 -0.17 0.09 -0.04 0.00
C 3.110924 3.049078 0.181563 -0.23 -0.35 0.11 0.00
C -1.079514 2.474713 -5.767824 -0.04 0.21 -0.24 0.00
C -0.593783 3.693376 -6.289264 -0.10 -0.25 -0.34 0.00
C -0.764262 4.018822 -7.643714 -0.20 -0.45 0.33 0.00
C -1.453951 3.133901 -8.490059 0.15 0.05 0.20 0.00
C -1.959345 1.931747 -7.986238 0.05 0.14 0.40 0.00
C -1.789396 1.611991 -6.625462 0.20 0.21 -0.14 0.00
C -1.351136 0.468674 -3.832717 -0.31 -0.19 0.09 0.00
C -2.687565 0.354896 -3.402010 0.71 -0.58 -0.36 0.00
C -3.268097 -0.907252 -3.350806 -0.14 -0.07 0.01 0.00
C -2.534130 -2.046001 -3.701718 0.04 0.33 0.01 0.00
C -1.214744 -1.914769 -4.129712 0.18 0.01 0.00 0.00
C -0.610947 -0.659573 -4.201773 -0.78 -0.13 0.24 0.00
H 3.045508 2.241339 -3.487418 -0.46 -0.24 -0.03 0.00
H 1.345463 1.166954 -5.010429 0.17 0.22 0.34 0.00
H 4.067813 3.781237 -3.459578 0.07 0.17 0.33 0.00
H 5.733820 5.565133 -3.463174 -0.29 0.21 0.05 0.00
H 5.128812 7.845143 -2.611028 -0.21 -0.16 0.04 0.00
H 2.834796 8.264295 -1.695130 0.15 -0.43 -0.18 0.00
H 1.196810 6.376012 -1.543029 0.32 -0.04 0.00 0.00
H 0.391328 1.258287 -0.869595 0.27 0.04 0.28 0.00
H 1.000004 -0.086555 1.128762 0.08 0.12 0.08 0.00
H 2.913626 0.615627 2.571354 0.04 0.13 -0.24 0.00
H 4.306155 2.568152 1.903815 -0.14 -0.04 -0.02 0.00
H 3.698116 3.931294 -0.091440 -0.19 -0.35 0.09 0.00
H -0.062905 4.385810 -5.627010 -0.15 -0.22 -0.24 0.00
H -0.359291 4.956307 -8.030948 -0.17 -0.29 0.11 0.00
H -1.595687 3.387840 -9.543949 0.07 -0.10 0.36 0.00
H -2.492519 1.232213 -8.644640 0.24 0.38 0.33 0.00
H -2.211104 0.676558 -6.244350 0.22 0.32 -0.12 0.00
H -3.247724 1.253162 -3.150965 0.07 -0.18 0.05 0.00
H -4.307978 -0.994838 -3.042243 0.19 -0.10 -0.02 0.00
H -2.992370 -3.029419 -3.647048 0.04 0.15 -0.02 0.00
H -0.632378 -2.786904 -4.421516 -0.21 0.06 0.08 0.00
H 0.408458 -0.564555 -4.562074 -0.20 -0.10 0.13 0.00
F -1.275347 -1.055826 6.773804 -0.30 -0.07 -0.08 0.01
C -2.057393 -2.169459 6.859937 -0.52 -0.61 0.55 0.01
C -2.252383 -2.959791 5.731604 0.44 -0.04 0.26 -0.01
C -2.884498 -4.162317 6.014533 -0.14 0.04 0.97 0.01
F -2.941554 -5.157020 5.080928 -0.33 0.21 0.08 0.00
C -3.414714 -4.514220 7.274402 0.30 -0.10 -0.55 0.00
F -4.010994 -5.710469 7.450738 0.10 0.35 -0.03 0.00
C -3.257490 -3.658936 8.357818 -0.11 0.09 -0.27 0.01
F -3.766698 -3.965471 9.569955 0.37 0.16 -0.65 0.00
C -2.554128 -2.478529 8.142368 0.47 0.34 -0.48 0.00
F -2.299543 -1.659715 9.177428 -0.13 -0.11 -0.10 0.00
```
Forces are in eV/Å.